(w)
Molecular formula: C47H64AuGeNO3PSSi
Method: DFT, the ωB97M-V functional and the def2-TZVPD basis

```
120
Properties=species:S:1:pos:R:3:mulliken_charge:R:1
Au -0.68075 0.06952 1.77856 0.981
C -7.05323 0.15992 0.52770 -1.073
Si -6.08056 1.29770 1.63188 0.040
C -5.93926 0.60500 3.35302 -1.145
C -6.79990 3.01052 1.67108 -1.070
C -4.36275 1.45189 0.81600 0.373
C -4.23113 2.16351 -0.37847 -0.239
C -3.00779 2.31870 -1.03639 -1.465
C -1.88715 1.72951 -0.49942 -0.213
N -2.01138 1.04137 0.63894 0.037
C -3.17173 0.91274 1.28323 0.751
S -2.79179 -0.01306 2.74696 -0.444
H -8.09094 0.09365 0.86085 0.396
H -6.63416 -0.84851 0.54242 0.318
H -7.05820 0.50905 -0.50687 0.355
H -6.92504 0.63582 3.82203 0.381
H -5.26118 1.18538 3.98177 0.374
H -5.61183 -0.43690 3.36195 0.355
H -7.72261 3.00511 2.25478 0.380
H -7.04618 3.38356 0.67546 0.334
H -6.11569 3.71989 2.14014 0.352
H -5.11131 2.62294 -0.81384 0.377
H -2.92989 2.87818 -1.95714 0.553
H -0.90580 1.77034 -0.95217 0.391
O 2.22026 -0.82330 4.39618 -0.620
C 1.71061 -0.71716 3.31627 0.586
O 0.37363 -0.57892 3.26447 -0.667
C 2.48102 -0.76249 2.01742 0.802
C 2.40291 0.48569 1.11156 0.384
Ge 2.89431 2.22290 1.91708 2.379
C 2.91253 3.53995 0.46769 -0.106
C 4.11896 4.15278 0.12358 -0.380
C 4.18070 5.09926 -0.89160 -0.810
C 3.03254 5.45442 -1.58268 -0.535
C 1.82446 4.85349 -1.25975 -0.986
C 1.77095 3.90503 -0.24835 0.496
C 1.56029 2.68911 3.26033 0.012
C 1.82143 2.56386 4.62171 0.097
C 0.82674 2.80463 5.56119 -0.843
C -0.44471 3.17802 5.15502 -0.585
C -0.72257 3.31823 3.80373 -0.893
C 0.27406 3.07278 2.86856 -0.279
C 4.68621 2.10169 2.63948 -0.317
C 5.53831 1.06137 2.27297 -0.316
C 6.83991 1.00586 2.75367 -0.844
C 7.30514 1.99341 3.60877 -0.482
C 6.47114 3.03931 3.97827 -0.769
C 5.17189 3.09299 3.49448 -0.100
H 2.12832 -1.63397 1.46057 -1.125
H 3.51086 -0.94533 2.31468 0.587
H 1.41224 0.61088 0.64760 -1.793
H 3.08986 0.33488 0.27538 0.764
H 5.02427 3.89090 0.65808 0.365
H 5.12619 5.56376 -1.13886 0.422
H 3.07760 6.19643 -2.36871 0.402
H 0.92360 5.13124 -1.79291 0.444
H 0.81766 3.44243 -0.02591 -0.012
H 2.80053 2.24503 4.95674 0.465
H 1.04384 2.68841 6.61456 0.406
H -1.21680 3.36340 5.89008 0.398
H -1.70966 3.62612 3.48042 0.530
H 0.05094 3.23185 1.81899 0.333
H 5.19285 0.28331 1.60212 0.212
H 7.48988 0.19151 2.46148 0.413
H 8.31764 1.94844 3.98723 0.392
H 6.83373 3.81344 4.64167 0.411
H 4.53271 3.91976 3.78474 0.441
O -0.22200 -0.98424 -0.23173 -0.098
P -0.18379 -1.91802 -1.43527 -0.113
C 1.25726 -3.01260 -1.18825 1.499
C 1.31388 -3.54810 0.26244 -1.195
C 0.74788 -4.95425 0.43598 -0.752
C 1.44574 -5.92625 -0.50545 -1.041
C 1.17881 -5.51586 -1.94583 -0.460
C 1.63291 -4.08334 -2.23949 -0.996
C -0.02138 -0.79199 -2.87434 1.566
C 0.08550 -1.30247 -4.32790 -0.977
C 1.51256 -1.45597 -4.86357 -0.600
C 2.34503 -0.20226 -4.62573 -1.206
C 2.39465 0.10473 -3.13478 -0.610
C 0.98945 0.34427 -2.59012 -0.182
C -1.80402 -2.76919 -1.47782 0.429
C -2.07717 -3.84963 -2.54071 0.136
C -3.57980 -4.11040 -2.64219 -1.111
C -4.32392 -2.88818 -3.20315 -0.792
C -3.59926 -1.58578 -2.83973 -0.681
C -2.93808 -1.70772 -1.46988 0.507
H 2.01816 -2.22281 -1.25403 -0.193
H 0.80905 -2.84850 0.92939 0.131
H 2.36480 -3.57280 0.56559 0.692
H -0.32999 -4.96254 0.23593 0.143
H 0.87952 -5.26082 1.47462 0.446
H 1.10370 -6.94777 -0.33458 0.481
H 2.52229 -5.90862 -0.30565 0.385
H 0.11398 -5.62604 -2.13782 -0.018
H 1.68680 -6.18493 -2.64237 0.521
H 1.27926 -3.79451 -3.22821 0.055
H 2.72518 -4.09279 -2.29351 0.469
H -1.01373 -0.33027 -2.77573 -0.159
H -0.41422 -0.55573 -4.95289 0.564
H -0.46844 -2.22909 -4.46761 0.031
H 1.45657 -1.68525 -5.92897 0.498
H 2.02055 -2.29609 -4.38946 0.060
H 1.89626 0.64477 -5.15522 0.350
H 3.35126 -0.33464 -5.02519 0.492
H 3.00200 0.98992 -2.93880 0.506
H 2.87426 -0.73099 -2.61409 0.240
H 0.60370 1.25319 -3.06647 0.638
H 1.02635 0.54875 -1.51794 -1.046
H -1.79831 -3.25558 -0.49421 0.268
H -1.57166 -4.77011 -2.27008 -0.090
H -1.70032 -3.55890 -3.52134 0.083
H -3.95678 -4.35525 -1.64520 0.381
H -3.76357 -4.98544 -3.26564 0.444
H -5.33961 -2.86746 -2.80350 0.284
H -4.41547 -2.96780 -4.28754 0.398
H -4.29873 -0.74757 -2.84738 0.577
H -2.83769 -1.36088 -3.59210 0.037
H -3.69431 -2.00092 -0.73619 0.947
H -2.55185 -0.74651 -1.13674 -1.320
```

Charge = +1
HOMO energy = -11.06 eV
Gap between HOMO and LUMO = 6.03 eV
Molecular weight = 1051.7 u

(x)
Molecular formula: C47H64AuGeNO3PSSi
Method: DFT, the ωB97M-V functional and the def2-TZVPD basis

```
120
Properties=species:S:1:pos:R:3:mulliken_charge:R:1
Au -0.06721 -0.76027 -1.12761 1.759
C 4.85669 0.83983 2.91259 -0.898
Si 4.10019 -0.88227 2.60409 0.200
C 2.57349 -1.14187 3.70359 -1.122
C 5.33849 -2.29617 2.92739 -1.169
C 3.74829 -0.89427 0.72469 0.418
C 4.80939 -0.91057 -0.17211 -0.317
C 4.59709 -0.84467 -1.54151 -0.907
C 3.29319 -0.84837 -2.00931 -0.858
N 2.27499 -0.87107 -1.17041 -0.525
C 2.48209 -0.82617 0.14589 0.913
S 0.99199 -0.58997 1.00169 -0.012
H 5.19629 0.92503 3.93849 0.448
H 4.12899 1.62613 2.73749 0.006
H 5.71039 1.03603 2.27219 0.379
H 2.86699 -1.16737 4.74899 0.514
H 2.06309 -2.07307 3.47759 0.283
H 1.85589 -0.33707 3.58829 0.326
H 5.55869 -2.35337 3.98859 0.379
H 6.28069 -2.14907 2.40879 0.362
H 4.94619 -3.26237 2.62119 0.360
H 5.82179 -0.95837 0.20449 0.401
H 5.42749 -0.79737 -2.22851 0.474
H 3.05889 -0.82447 -3.06221 0.467
O -1.39171 -2.61437 -0.58951 -0.733
C -1.78401 -2.70407 -1.79701 1.015
O -1.44801 -1.84277 -2.61781 -0.645
C -2.64391 -3.88147 -2.15621 -0.633
C -2.30851 -5.01107 -1.20991 -1.410
Ge -2.38741 -4.38707 0.74389 1.907
C -0.74881 -5.08577 1.64449 -0.030
C -0.78121 -6.24487 2.40729 -0.594
C 0.36609 -6.68187 3.04999 -0.584
C 1.54159 -5.96007 2.94659 -0.682
C 1.58509 -4.81537 2.16809 -0.572
C 0.44159 -4.38607 1.51819 -0.487
C -2.79411 -2.71927 1.86009 0.054
C -4.08301 -2.22397 1.91939 -0.290
C -4.36001 -1.13597 2.73349 -0.793
C -3.35681 -0.56337 3.49449 -0.674
C -2.06861 -1.06267 3.42849 -0.717
C -1.78851 -2.14607 2.61269 -0.123
C -4.07941 -5.36177 1.35579 -0.068
C -5.00811 -5.86127 0.46229 -0.461
C -6.07841 -6.61307 0.91919 -0.683
C -6.23241 -6.82987 2.27629 -0.515
C -5.32571 -6.29387 3.17729 -0.828
C -4.25131 -5.55057 2.71709 -0.165
H -2.48731 -4.14967 -3.20411 0.492
H -3.68661 -3.56757 -2.04751 0.249
H -1.28561 -5.34307 -1.36731 0.474
H -2.97071 -5.85917 -1.34251 0.612
H -1.69791 -6.80817 2.50579 0.403
H 0.33389 -7.58747 3.63689 0.429
H 2.42829 -6.29767 3.46039 0.405
H 2.50069 -4.25057 2.06119 0.626
H 0.46489 -3.49467 0.90509 0.503
H -4.87651 -2.68397 1.34969 0.471
H -5.36471 -0.74447 2.77989 0.448
H -3.57331 0.26443 4.15339 0.437
H -1.27831 -0.62237 4.01939 0.501
H -0.78251 -2.53217 2.58049 0.469
H -4.91301 -5.67357 -0.59671 0.239
H -6.79111 -7.01367 0.21269 0.406
H -7.07581 -7.39957 2.63489 0.403
H -5.45891 -6.43747 4.23999 0.411
H -3.54561 -5.12237 3.41679 0.470
O 0.55159 1.38553 -1.92591 -0.734
P 0.40939 2.87513 -1.90331 -0.465
C -1.30361 3.28863 -2.52731 0.792
C -2.31821 2.23763 -2.06171 -0.550
C -3.00761 2.60343 -0.75231 -0.222
C -3.69551 3.95573 -0.90051 -1.243
C -2.64051 5.02603 -1.14271 -0.399
C -1.82191 4.72633 -2.39971 -1.132
C 1.78339 3.55813 -2.98201 0.776
C 1.76309 5.03353 -3.39601 -1.039
C 0.97329 5.31583 -4.67201 -0.543
C 1.45449 4.42953 -5.81211 -1.015
C 1.27419 2.96713 -5.42501 -0.657
C 2.08219 2.64033 -4.17211 -0.722
C 0.76669 3.42693 -0.15811 0.348
C 0.85039 4.92363 0.12439 -0.272
C 1.39179 5.11133 1.53809 -1.063
C 2.87639 4.73663 1.58189 -0.780
C 3.20889 3.68173 0.52069 -1.038
C 2.04299 2.71673 0.32999 -0.047
H -1.12271 3.09253 -3.59561 0.204
H -1.81841 1.26783 -1.96531 -0.367
H -3.08461 2.13533 -2.83501 0.672
H -2.27401 2.64883 0.05699 0.102
H -3.73611 1.83033 -0.49661 0.451
H -4.27101 4.19793 -0.00561 0.502
H -4.38441 3.92113 -1.74711 0.359
H -2.00041 5.08433 -0.26091 0.008
H -3.11101 6.00533 -1.26521 0.497
H -0.99151 5.43203 -2.45861 0.231
H -2.46891 4.90993 -3.26211 0.522
H 2.61409 3.42353 -2.27201 -0.063
H 2.80299 5.33133 -3.57161 0.486
H 1.37959 5.66253 -2.59031 0.173
H 1.09789 6.36843 -4.93561 0.493
H -0.09031 5.14023 -4.50771 0.069
H 2.50979 4.62743 -6.01341 0.345
H 0.89029 4.65313 -6.71831 0.453
H 1.60609 2.32063 -6.24041 0.450
H 0.21559 2.76093 -5.25201 0.227
H 3.14399 2.74073 -4.41781 0.599
H 1.89489 1.60683 -3.87191 -0.044
H -0.09001 3.00843 0.38989 0.100
H -0.13311 5.37823 0.04169 0.187
H 1.51289 5.42913 -0.57751 0.086
H 0.82199 4.47263 2.21639 0.319
H 1.25879 6.14463 1.85849 0.487
H 3.12369 4.35903 2.57459 0.293
H 3.48559 5.62363 1.40459 0.415
H 4.09499 3.11913 0.81799 0.511
H 3.45149 4.17103 -0.42541 0.302
H 1.83679 2.22083 1.28089 0.792
H 2.32509 1.93323 -0.37681 -0.476
```

Charge = +1
HOMO energy (alpha / beta) = -10.40 / -10.46 eV
Gap between HOMO and LUMO (alpha / beta) = 4.09 / 4.33 eV
Molecular weight = 1051.7 u

Most stable: (w)

(w)
Molecular formula: CH10O3S2
Method: DFT, the ωB97M-V functional and the def2-TZVPD basis

```
16
Properties=species:S:1:pos:R:3:nbo_charge:R:1
C 1.20830 -1.89726 -0.32718 -0.736
S 2.17371 -0.68498 -1.31427 0.190
S 2.94093 0.51113 0.14831 -0.079
H 0.53226 -1.55029 0.46146 0.262
H 0.62956 -2.26846 -1.18033 0.228
H 1.95585 -2.60960 -0.00252 0.239
H 0.53759 0.49912 1.04190 -0.077
H 0.96148 1.50993 -0.48154 0.487
H 0.54768 3.03806 -0.84711 0.489
O 0.32891 2.10576 -0.90887 -1.000
H -1.36267 1.35491 -0.09185 0.494
H -2.80950 1.83240 -0.36960 0.477
O -2.27240 1.30773 0.22982 -0.981
H -1.27394 -0.57173 0.89255 0.473
H -2.52503 -1.21784 1.38524 0.480
O -1.57272 -1.35891 1.36399 -0.947
```

HOMO energy = -8.82 eV
Gap between HOMO and LUMO = 5.91 eV
Molecular weight = 134.2 u

(x)
Molecular formula: CH10O3S2
Method: DFT, the ωB97M-V functional and the def2-TZVPD basis

```
16
Properties=species:S:1:pos:R:3:nbo_charge:R:1
C 0.94043 -1.22528 1.82178 -0.707
S 0.86655 0.54169 1.21823 0.061
S -1.12488 0.89033 1.73464 -0.152
H 0.97734 -1.04729 2.88519 0.219
H 0.07810 -1.87109 1.68033 0.229
H 1.78634 -1.55571 1.23565 0.231
H -0.90668 1.58405 2.86250 0.128
H 1.35860 2.87682 -4.14529 0.487
H 0.53978 4.00083 -3.23042 0.487
O 1.32600 3.49360 -3.41709 -0.974
H -0.20142 -0.04783 -1.04506 0.473
H -0.29969 -0.93436 -2.23918 0.471
O -0.28613 -0.98256 -1.27750 -0.951
H -1.91472 -4.43509 -1.75848 0.455
H -1.47622 -3.32747 -1.01479 0.469
O -1.26132 -3.74819 -1.86690 -0.924
```

HOMO energy = -9.01 eV
Gap between HOMO and LUMO = 9.51 eV
Molecular weight = 134.2 u

Most stable: (x)

(w)
Molecular formula: C5H9NO4
Method: DFT, the ωB97M-V functional and the def2-TZVPD basis

```
19
Properties=species:S:1:pos:R:3:nbo_charge:R:1
C -1.92188 -1.75904 -0.36829 -0.428
N -2.16829 -1.39810 1.01719 -0.431
C -3.24412 -1.88813 1.66917 0.543
O -4.01284 -2.72084 1.21212 -0.602
C -1.25156 -0.51273 1.67937 -0.161
C 0.17300 -1.07848 1.78423 -0.084
O 0.86405 0.04060 2.32846 -0.720
C -1.19861 0.89338 1.05221 0.775
O -2.21910 1.40460 0.65561 -0.525
H -1.21575 -2.59726 -0.45128 0.197
H -2.86441 -2.03607 -0.85175 0.251
H -1.51428 -0.89476 -0.90618 0.206
H -3.36438 -1.47148 2.68902 0.115
H -1.60841 -0.35766 2.71055 0.249
H 0.16017 -1.93471 2.47211 0.199
H 0.58075 -1.35712 0.80164 0.177
O 0.04084 1.53806 0.61405 -0.689
H 1.69035 0.39122 1.77216 0.476
H 0.72184 0.83104 0.59874 0.452
```

HOMO energy = -9.90 eV
Gap between HOMO and LUMO = 9.88 eV
Molecular weight = 147.1 u

(x)
Molecular formula: C5H9NO4
Method: DFT, the ωB97M-V functional and the def2-TZVPD basis

```
19
Properties=species:S:1:pos:R:3:nbo_charge:R:1
N 2.87845 0.33827 -2.53162 0.494
O 4.01553 0.53683 -2.24857 -0.143
C 0.06786 -2.21908 -0.02196 -0.633
C -0.03739 -0.76144 0.06512 0.103
C -1.37795 -0.15100 0.28115 -0.529
C -1.24634 1.37175 0.10965 0.613
O -1.42528 1.95980 -0.96367 -0.529
C -0.70756 2.01510 1.35161 -0.742
O 0.59070 -0.09738 -1.08488 -0.303
O 1.89485 -0.61466 -1.22556 -0.335
H -0.11224 -2.64903 0.92351 0.214
H -0.67909 -2.54946 -0.80243 0.205
H 1.04594 -2.48850 -0.35374 0.246
H 0.57835 -0.35910 0.88107 0.164
H -1.98836 -0.56103 -0.53418 0.228
H -1.72741 -0.43798 1.26342 0.229
H -0.56929 1.32867 2.19502 0.217
H 0.23958 2.53721 1.08711 0.252
H -1.44034 2.80102 1.60895 0.249
```

HOMO energy (alpha / beta) = -8.99 / -9.02 eV
Gap between HOMO and LUMO (alpha / beta) = 7.31 / 7.37 eV
Molecular weight = 147.1 u

Most stable: (w)

(w)
Molecular formula: C10H10N2
Method: DFT, the ωB97M-V functional and the def2-TZVPD basis

```
22
Properties=species:S:1:pos:R:3:nbo_charge:R:1
C 1.04422 1.19424 -0.37462 0.046
C 0.34943 -0.01707 -0.57056 -0.300
C 1.05182 -1.20515 -0.76288 -0.168
C 2.35077 -1.18721 -0.21809 -0.256
C 2.89408 -0.08721 0.15315 -0.034
C -2.50264 -0.82946 -0.21658 0.001
C -1.85069 -0.78674 1.07512 -0.261
C -0.81468 0.20041 1.40742 -0.143
C -0.84544 1.29849 0.48748 -0.272
C -1.45251 1.14019 -0.70781 -0.021
H 0.68503 2.31424 -0.60275 0.188
H -0.69586 -0.28924 -0.91758 0.267
H 0.52461 -2.10077 -0.99577 0.213
H 2.86711 -2.23728 -0.37627 0.214
H 3.86065 -0.17135 0.72504 0.203
H -3.35203 -1.41673 -0.44712 0.211
H -2.05625 -1.56709 1.90577 0.233
H -0.36146 0.18721 2.37745 0.241
H -0.28350 2.35762 0.54448 0.280
H -1.33299 1.98767 -1.43246 0.222
N 2.20184 1.14678 0.12373 -0.437
N -2.28154 0.06847 -1.17715 -0.428
```

HOMO energy = -8.25 eV
Gap between HOMO and LUMO = 8.02 eV
Molecular weight = 158.2 u

(x)
Molecular formula: C10H10N2
Method: DFT, the ωB97M-V functional and the def2-TZVPD basis

```
22
Properties=species:S:1:pos:R:3:nbo_charge:R:1
C -2.96921 0.42247 -0.09527 -0.416
C -2.49529 -1.08130 -0.03629 -0.474
C -0.95779 -1.05271 -0.43610 0.391
C 1.02984 -1.03480 -0.12909 0.049
C 2.39636 -1.53549 0.04713 -0.159
C 3.33808 -0.49118 -0.03956 -0.270
C 3.02067 0.96392 -0.10402 -0.201
C 1.77361 1.40183 -0.02970 -0.243
C 0.85176 0.27593 -0.27036 0.083
C -1.61965 1.18699 0.24202 -0.215
H -3.58516 0.74885 0.85520 0.222
H -3.46496 0.94353 -1.12014 0.225
H -2.57892 -1.27978 1.01364 0.225
H -3.32470 -1.87308 -0.33348 0.247
H 2.55747 -2.70862 0.21945 0.245
H 4.35293 -0.87311 0.28778 0.220
H 3.77810 1.87567 -0.20873 0.225
H 1.34853 2.42543 -0.30804 0.231
H -1.34771 1.29677 1.35634 0.209
H -1.50133 2.03617 -0.38194 0.214
N -0.06378 -1.93899 -0.05163 -0.426
N -0.53885 0.29149 -0.47723 -0.382
```

HOMO energy = -8.40 eV
Gap between HOMO and LUMO = 9.28 eV
Molecular weight = 158.2 u

Most stable: (x)